[1]
# C12H18F6N7O6PS4SeV

A structure of composition C12H18F6N7O6PS4SeV (wB97M-V/def2-TZVPD, OMol25).

Positions of all 56 atoms, in Å:
V1 0.2680 -0.0326 -0.2931
F1 -0.5529 -0.6065 4.8524
C1 0.1979 -1.7092 4.8508
F2 1.3596 -1.5918 5.4215
F3 -0.5054 -2.7623 5.4170
S1 0.4714 -1.9685 2.9654
O1 0.7664 -0.5692 2.4007
O2 1.3420 -3.0749 2.7926
N1 -1.0612 -2.2523 2.8003
S2 -1.6040 -2.3840 1.3169
O3 -1.4608 -1.1847 0.4174
O4 -1.1351 -3.6828 0.7746
C2 -3.4355 -2.1382 1.6118
F4 -3.7444 -1.0547 2.3962
F5 -3.9214 -3.2793 2.2091
F6 -4.0669 -1.9946 0.4473
S3 -0.3125 2.3189 0.3076
C3 0.3060 2.9840 1.7245
N2 -0.4601 3.6669 2.5826
C4 0.0913 4.2224 3.8096
C5 1.5911 3.8764 3.8179
S4 1.9913 3.0000 2.2743
H1 -1.4568 3.6543 2.4351
H2 -0.4796 3.8468 4.6781
H3 -0.1083 5.3202 3.7502
H4 1.8742 3.2728 4.7146
H5 2.1565 4.8032 3.8453
N3 -0.1551 0.7166 -5.8242
C6 -1.0025 1.2473 -4.6951
P1 -1.2805 -0.0599 -3.5646
O5 -0.5613 0.3392 -2.1525
O6 -1.0961 -1.4332 -4.1876
C7 -2.9834 0.0913 -2.9560
N4 -3.1388 -1.3096 -2.3688
H6 0.6103 0.1329 -5.4291
H7 0.1910 1.4451 -6.4756
H8 -0.7295 0.0164 -6.3013
H9 -1.9888 1.5578 -5.1081
H10 -0.4984 2.1434 -4.2195
H11 -3.7794 0.3032 -3.7247
H12 -3.0465 0.8013 -2.1027
H13 -4.0957 -1.6750 -2.4340
H14 -2.7481 -1.3091 -1.4082
H15 -2.4817 -1.9419 -2.8527
Se1 1.2401 -3.4840 -0.6875
N5 3.0173 -3.2873 -0.8425
C8 3.4001 -2.0443 -0.8884
C9 4.6757 -1.3601 -0.8699
C10 4.6855 0.0255 -0.5452
C11 3.4683 0.7203 -0.4231
N6 2.3209 0.1622 -0.7231
C12 2.2605 -1.1618 -1.0264
N7 0.9962 -1.6867 -0.9463
H16 5.5914 -1.9648 -1.0856
H17 5.6038 0.5939 -0.4167
H18 3.4142 1.7409 -0.0614

Summary:
HOMO energy (alpha / beta), hartree: -0.744 / -0.743
Multiplicity: 2
Total charge: +4

[2]
# C12H18F9FeO6

A structure of composition C12H18F9FeO6 (wB97M-V/def2-TZVPD, OMol25).

Positions of all 46 atoms, in Å:
Fe1 0.3576 1.0171 0.2101
C1 -2.3119 0.8989 1.2256
O1 -1.4019 2.0487 0.9442
O2 -1.4587 -0.0861 0.8241
C2 -2.8855 0.9631 2.6913
F1 -1.8817 0.9478 3.5763
F2 -3.5817 2.1004 2.9257
F3 -3.7702 -0.0355 3.0679
C3 -1.9285 3.3866 1.0246
C4 -1.0737 4.4026 0.3245
H1 -1.7293 5.2416 0.0915
H2 -0.3047 4.8766 0.9345
H3 -0.5738 3.9834 -0.5487
H4 -2.1851 3.8341 1.9848
H5 -2.8847 3.4545 0.5058
H6 -3.1653 0.9485 0.5493
C5 2.1908 -1.9581 1.0480
O3 1.2733 -3.0521 1.3047
O4 1.2345 -0.8777 0.9115
C6 3.3703 -1.7891 2.1087
F4 2.9252 -2.0595 3.3401
F5 4.3569 -2.6385 1.9061
F6 3.7983 -0.5476 2.1627
C7 1.8713 -4.3881 1.5996
C8 0.7041 -5.3824 1.5908
H7 0.0995 -5.3024 0.6874
H8 1.0767 -6.4035 1.6727
H9 0.0815 -5.3129 2.4828
H10 2.3692 -4.4608 2.5665
H11 2.4486 -4.6959 0.7278
H12 2.6510 -2.0550 0.0646
C9 1.0221 1.8981 -2.5194
O5 -0.0022 0.9727 -2.1364
O6 1.3702 2.2970 -1.1941
C10 2.0177 1.3895 -3.5313
F7 1.6697 1.7001 -4.8202
F8 3.2712 1.7737 -3.3861
F9 2.0892 0.0405 -3.4041
C11 -0.8981 0.5393 -3.1570
C12 -2.0452 -0.2690 -2.5501
H13 -2.7521 0.3453 -1.9924
H14 -2.5605 -0.7043 -3.4063
H15 -1.6428 -1.0545 -1.9104
H16 -0.3952 -0.1321 -3.8530
H17 -1.4003 1.3560 -3.6756
H18 0.5842 2.7891 -2.9694

Summary:
HOMO energy (alpha / beta), hartree: -0.189 / -0.187
ΔE to the lowest compared entry with this formula, charge and spin, eV: 2.6973
Multiplicity: 5
Total charge: -1

[3]
# C12H18I3N2O2P

A structure of composition C12H18I3N2O2P (wB97M-V/def2-TZVPD, OMol25).

Positions of all 38 atoms, in Å:
C1 -3.2163 3.9478 0.1287
C2 -2.4125 2.7074 0.7993
O1 -1.2885 2.9420 1.2925
O2 -3.0523 1.4390 0.7157
C3 -2.9708 0.6911 1.9506
C4 -2.6492 -0.8495 1.5146
N1 -1.2541 -0.8803 0.9402
C5 -0.1533 -1.2125 1.8176
C6 1.3478 -1.2322 1.3491
P1 2.6630 -1.6670 2.6275
N2 3.0624 -3.2242 2.5343
C7 1.6746 -0.8830 -0.1646
C8 0.4504 -0.5554 -1.0826
C9 0.5570 -0.1562 -2.6253
I1 -1.0048 -0.9994 -3.8889
C10 2.0081 -0.4613 -3.2805
C11 3.0183 0.7469 -2.9508
I2 1.6961 -0.5239 -5.4708
C12 -0.9580 -0.5849 -0.4467
H1 -4.1572 4.2284 0.7045
H2 -2.4523 4.7840 0.0144
H3 -3.4582 3.5881 -0.9452
H4 -3.9380 0.6613 2.5591
H5 -2.1196 0.9940 2.6464
H6 -2.7055 -1.5426 2.4215
H7 -3.4066 -1.0930 0.6967
H8 -0.4484 -1.4656 2.9021
H9 2.0719 -1.3831 3.9162
H10 3.7579 -0.7565 2.4251
H11 2.5228 -3.6654 1.7537
H12 2.7444 -0.8488 -0.5557
H13 0.4242 0.9932 -2.6679
H14 2.3441 -1.4815 -2.8899
H15 3.9083 0.7210 -3.6618
H16 3.3174 0.7773 -1.8467
H17 2.4575 1.7368 -3.1663
H18 -1.8497 -0.3337 -1.1214
I3 3.4692 -5.1580 1.0552

Summary:
HOMO energy, hartree: -0.192
ΔE to the lowest compared entry with this formula, charge and spin, eV: 5.4414

Question: What is the formula in the first record?
Answer: C12H18F6N7O6PS4SeV